[1]
52
Properties=species:S:1:pos:R:3 method="wB97M-V/def2-TZVPD" relative_energy_ev=5.339 orbital_gap_ev=9.62 e_tot_ha=-7394.52947 total_charge=-1 homo_energy_ev=-7.797 largest_force_ev_per_a=9.4
Zn 0.184 -0.121 0.182
C 3.729 -1.328 -0.635
F 4.789 -2.199 -0.631
F 4.230 -0.170 -1.146
F 2.777 -1.689 -1.539
S 3.007 -1.317 1.164
O 2.282 -2.577 1.378
O 4.153 -1.147 2.089
N 1.768 -0.094 1.170
S 2.422 1.114 1.868
O 3.853 1.357 1.594
O 1.555 2.327 1.755
C 2.222 0.741 3.872
F 2.102 1.927 4.658
F 1.225 -0.164 4.097
F 3.302 0.135 4.326
C -2.373 -0.753 -2.370
F -3.209 -0.006 -3.126
F -2.325 -0.358 -1.071
F -2.812 -2.067 -2.354
S -0.517 -0.583 -3.055
O -0.078 -1.961 -3.187
O -0.652 0.132 -4.346
N 0.231 0.233 -1.711
S 1.394 1.122 -2.378
O 2.071 1.657 -1.146
O 2.244 0.465 -3.355
C 0.558 2.644 -3.327
F 0.776 2.448 -4.663
F -0.768 2.598 -3.111
F 1.023 3.767 -2.906
C -3.324 2.532 -0.217
F -4.110 1.635 0.239
F -3.196 2.372 -1.531
F -3.877 3.701 0.053
S -1.506 2.519 0.645
O -0.656 2.826 -0.487
O -1.523 3.564 1.705
N -1.245 0.796 1.183
S -1.951 0.957 2.572
O -0.993 1.537 3.535
O -3.272 1.572 2.648
C -2.173 -0.927 3.012
F -0.975 -1.468 3.012
F -2.800 -1.086 4.142
F -3.012 -1.406 2.111
C -0.846 -4.601 -1.067
C -0.627 -3.363 -0.350
N -0.486 -2.390 0.254
H -0.916 -5.405 -0.335
H 0.093 -4.817 -1.578
H -1.767 -4.683 -1.644



[2]
81
Properties=species:S:1:pos:R:3 method="wB97M-V/def2-TZVPD" relative_energy_ev=0.000 orbital_gap_ev="3.75 / 6.84" s_squared=6.04 spin_multiplicity=5 e_tot_ha=-3067.92731 total_charge=-1 homo_energy_ev="-1.143 / -4.239" largest_force_ev_per_a=6.4
Co 0.000 0.000 0.000
N 2.782 -0.050 2.542
N 1.721 1.770 -0.508
C -2.049 0.046 -0.316
C -1.687 0.975 0.741
C -1.071 0.221 1.801
C -0.582 0.758 3.117
H -0.554 1.860 3.116
H 0.434 0.392 3.345
H -1.263 0.444 3.930
C -1.015 -1.156 1.409
C -0.471 -2.281 2.243
H -1.243 -2.676 2.933
H 0.385 -1.939 2.846
H -0.125 -3.117 1.612
C -1.645 -1.266 0.102
C -1.895 -2.546 -0.645
H -1.085 -3.275 -0.484
H -1.975 -2.367 -1.730
H -2.841 -3.012 -0.309
C -1.979 2.449 0.755
H -2.915 2.670 1.303
H -2.096 2.836 -0.270
H -1.168 3.019 1.239
C -2.822 0.379 -1.560
H -2.578 -0.310 -2.384
H -2.607 1.400 -1.912
H -3.912 0.309 -1.375
C 3.778 -0.820 3.002
H 3.726 -1.084 4.068
C 4.842 -1.277 2.214
H 5.631 -1.901 2.646
C 4.857 -0.907 0.860
H 5.665 -1.240 0.199
C 3.823 -0.114 0.360
H 3.796 0.173 -0.695
C 2.788 0.301 1.232
C 1.618 1.079 0.782
H 1.262 1.765 1.564
C 0.656 1.343 -1.223
C 2.447 2.758 -1.165
H 3.346 3.219 -0.761
C 1.791 2.956 -2.354
H 2.008 3.616 -3.191
N 0.683 2.085 -2.377
C -0.306 2.041 -3.417
C -1.149 3.159 -3.602
C -2.139 3.081 -4.596
H -2.810 3.937 -4.739
C -2.304 1.935 -5.392
C -3.364 1.882 -6.469
H -3.826 0.881 -6.528
H -2.926 2.099 -7.462
H -4.160 2.622 -6.288
C -1.443 0.846 -5.175
H -1.558 -0.059 -5.784
C -0.436 0.872 -4.196
C 0.443 -0.331 -3.966
H 1.481 -0.041 -3.733
H 0.446 -0.989 -4.850
H 0.082 -0.913 -3.100
C -1.016 4.400 -2.748
H -0.211 5.061 -3.115
H -0.771 4.145 -1.704
H -1.954 4.979 -2.760
C 2.912 -2.878 -3.333
N 2.545 -2.871 -1.911
C 2.894 -3.953 -1.218
C 2.703 -3.939 0.106
C 2.038 -2.871 0.738
N 1.412 -1.783 -0.013
C 1.894 -1.810 -1.297
O 1.844 -0.790 -1.861
N 2.140 -3.098 2.154
H 2.604 -1.963 -3.859
H 2.410 -3.738 -3.833
H 4.011 -2.990 -3.442
H 3.413 -4.789 -1.678
H 3.114 -4.778 0.660
H 2.494 -3.990 2.535
H 2.170 -2.413 2.887



[3]
15
Properties=species:S:1:pos:R:3 method="wB97M-V/def2-TZVPD" relative_energy_ev=0.963 orbital_gap_ev=11.40 e_tot_ha=-345.76956 homo_energy_ev=-10.404 largest_force_ev_per_a=1.4
C 0.118 0.276 -1.510
C 0.257 -0.131 -0.064
O -0.448 -1.337 0.262
C -1.775 -1.182 0.337
O -2.368 -0.139 0.155
C 0.332 0.891 1.020
C 1.550 0.078 0.659
H -0.923 0.508 -1.747
H 0.473 -0.516 -2.177
H 0.715 1.172 -1.705
H -2.291 -2.117 0.588
H 0.282 1.938 0.737
H -0.157 0.660 1.961
H 2.354 0.578 0.122
H 1.881 -0.679 1.362



[4]
9
Properties=species:S:1:pos:R:3 method="wB97M-V/def2-TZVPD" relative_energy_ev=3.619 orbital_gap_ev=9.19 e_tot_ha=-254.15798 homo_energy_ev=-8.407 largest_force_ev_per_a=3.7
C 2.421 0.556 -0.177
C -1.800 -0.031 -0.098
O 2.149 -0.612 0.385
F -0.538 0.216 -0.468
H 2.163 0.493 -1.282
H -2.526 0.250 -0.936
H -2.102 0.627 0.753
H -2.003 -1.032 0.402
H 2.235 -0.467 1.422